Entry from the Open Molecules 2025 dataset: an isolated molecule of C3H5NO2 (ωB97M-V/def2-TZVPD).

Last columns: bonded neighbours and bond lengths (Å).
CARTESIAN COORDINATES (ANGSTROEM)
1 O 2.540 0.122 0.243  C2 1.200
2 C 1.354 0.188 0.078  O1 1.200, N3 1.402, O6 1.356
3 N 0.460 -0.868 -0.149  C2 1.402, C4 1.470, H7 1.001
4 C -0.840 -0.409 0.364  N3 1.470, C5 1.508, H8 1.092, H9 1.095
5 C -0.683 0.877 -0.406  C4 1.508, O6 1.448, H10 1.108, H11 1.189
6 O 0.615 1.325 0.055  C2 1.356, C5 1.448
7 H 0.797 -1.810 -0.135  N3 1.001
8 H -1.702 -0.986 0.022  C4 1.092
9 H -0.801 -0.342 1.456  C4 1.095
10 H -1.391 1.706 -0.207  C5 1.108
11 H -0.351 0.197 -1.322  C5 1.189

As for the total charge: 0. Its SMILES is O=C1NCCO1. The calculation puts the relative energy (zero: lowest compared OMol25 entry of this formula, charge and spin) at 162.26 kJ/mol.